Entry 1:
Here is C50H16BaCl5F4N12O as an isolated structure in a non-equilibrium geometry from OMol25. Energies are from ωB97M-V/def2-TZVPD.

## Properties
**DFT total energy**: -5373.3746 Eh
**Relative energy (zero: lowest compared OMol25 entry of this formula, charge and spin)**: 0.0 kJ/mol
**Frontier orbital gap**: 3.5 eV

```
! RIJCOSX wB97M-V def2-TZVPD def2/J DEFGRID3
* xyz -1 1
C 2.52072 0.96131 -1.81022
C -1.37199 -5.74022 0.21219
N 2.48127 -0.78234 1.22518
N 5.31553 7.15625 -6.29206
C 4.59714 -0.37973 2.06092
C 1.31922 1.36991 -2.38711
H 4.63286 -3.40943 3.60771
C -4.56922 -0.81987 -4.60093
H 6.15454 1.09582 2.07895
C -1.15990 2.37772 4.74602
C 6.21242 -1.92473 3.65961
C 2.60090 5.69501 -4.14522
C 2.99811 6.93906 -3.60551
C -1.71999 2.58032 5.99783
C -1.94744 -1.67939 -1.43703
C 4.96941 -2.43324 3.28699
N 1.48372 2.21989 -0.17810
C 4.65537 8.78371 -3.38702
C -2.91703 -1.61367 -2.55723
Cl -3.77421 -0.79177 6.59296
H -5.04023 -2.89322 -4.81701
C -0.96866 -6.92872 0.81662
C 0.96924 0.95670 -3.65969
O -0.89077 0.98846 2.85641
Cl -2.48646 -1.24146 3.75989
H -1.52167 -7.83907 0.62474
C 2.17479 7.36953 -2.53566
H 1.73644 -5.83486 2.58597
N -0.90725 2.27494 -1.15194
C 3.51768 0.16200 1.19310
F 1.24371 3.79856 -4.25862
N 2.13126 -3.00372 2.03434
N -1.51294 -0.47841 -1.15815
N 3.54669 1.21024 0.46379
C -1.38985 1.18650 4.01953
H -3.53617 -3.62592 -2.95427
C 0.45863 -4.64760 1.34240
C 2.53155 1.50227 -0.44384
C 4.11174 7.68063 -4.08465
C -1.70696 5.10208 -2.03794
N 0.20913 -2.46939 0.64423
C 4.77792 7.36499 -5.29062
N -1.84259 1.71434 -2.05826
C -2.10108 0.46563 -1.99964
F 2.41714 8.55009 -1.94861
C -0.64379 -4.60545 0.49697
C -3.62993 -2.58451 -3.22936
C 1.11168 6.64050 -2.06437
C -2.53225 1.60637 6.57977
C -2.21171 0.21770 4.63718
N -2.78790 5.49025 -2.00422
C 6.63465 -0.67196 3.23404
C 1.53101 4.97774 -3.67042
Cl -3.22763 1.86545 8.13728
C -3.02350 -0.26321 -2.89800
C -4.46305 -2.16427 -4.26306
Cl -1.41122 4.04827 6.84516
C 0.13318 -6.96982 1.66258
H 0.41771 -7.91175 2.11340
C -0.36066 4.60623 -2.07185
H 0.04826 1.28473 -4.12259
C 1.85814 0.12903 -4.33249
C 1.00407 -3.26359 1.39165
Ba 0.05886 0.21452 0.91431
H 6.86398 -2.51317 4.29231
H 4.34367 -0.16318 -2.02095
C 3.06060 -0.27298 -3.75542
C 0.87290 -5.82118 1.93558
N 5.16077 9.66688 -2.83996
C -0.76832 -3.19572 0.03336
C 3.41080 0.13913 -2.47760
C 4.17359 -1.64078 2.48841
C -2.77373 0.42085 5.88795
C 5.83076 0.12118 2.41819
H -5.22917 -0.52988 -5.40820
Cl -0.15207 3.55756 4.00994
H 1.61748 -0.20519 -5.33289
H 3.72941 -0.91052 -4.31787
H -3.92628 1.20386 -4.18344
C 0.64270 2.21101 -1.38111
C -0.19449 3.35408 -1.66223
C 2.81896 -1.84671 1.90838
H 7.60584 -0.30808 3.54291
C -3.84591 0.15763 -3.92222
F 3.29869 5.15157 -5.15703
H -2.22424 -5.70548 -0.45247
N -1.67143 -2.88140 -0.85820
C 0.74589 5.40980 -2.60556
F 0.39359 7.12728 -1.04110
*
```

Entry 2:
Here is C50H26Cl7N4OW as an isolated structure from OMol25. Energies are from ωB97M-V/def2-TZVPD.

## Properties
**DFT total energy**: -5503.5998 Eh
**Relative energy (zero: lowest compared OMol25 entry of this formula, charge and spin)**: 0.0 kJ/mol
**Frontier orbital gap (alpha / beta)**: 5.9 / 5.9 eV

```
! RIJCOSX wB97M-V def2-TZVPD def2/J DEFGRID3
* xyz 1 1
C -0.76320 -1.64895 5.43167
C 6.34591 -3.43576 0.70935
C 4.17589 -2.66869 -0.00970
C -4.53043 5.58686 0.83742
C -1.37368 2.76962 -0.59769
C 2.96014 -0.70665 -0.87120
N 0.99693 -1.05755 1.30051
H -3.29985 -0.17754 3.89914
C -5.75888 5.13472 0.37964
H -0.79695 -2.08615 7.53655
H -4.17416 1.87944 2.41447
H -6.87276 3.50673 -0.44896
H 3.26831 -3.79422 -1.59362
C -3.30153 1.26876 2.25409
Cl -0.01831 -4.62530 -0.55614
C -2.35655 1.46451 1.20796
C -2.35873 -2.83867 4.09141
H -2.47845 5.07905 1.17041
C -2.25886 -3.21279 6.45285
C -0.23913 3.80154 -2.22479
C 2.33682 1.08732 -1.97465
H -2.16105 4.61197 -1.55826
H -4.43384 6.59658 1.21102
H -4.92141 1.97968 -0.48053
C -5.90734 3.84083 -0.09544
C -1.22746 -2.29319 6.56687
Cl 7.61008 -5.55527 -0.37945
C 1.18837 -2.63327 2.97988
N -0.23451 1.99698 -0.78258
H 4.11963 1.18375 -3.30514
H 1.64085 1.65664 -5.02300
C -3.56933 3.43116 0.33486
C 5.28711 -2.54844 0.81898
H 0.09455 4.46950 -3.00039
O -0.16569 -1.73467 -1.10196
C -2.85870 0.22886 3.00493
C 5.18646 -4.58791 -1.06362
H 0.93694 -3.19817 3.86113
C 3.96574 -0.44647 -1.85423
C -3.58990 -2.38102 -2.16672
C -2.39607 2.51650 0.30830
C 3.04112 -1.70784 0.08155
H 5.32774 -1.74974 1.54940
H -2.79805 -3.05662 3.12530
Cl -7.12122 6.19762 0.40185
H 5.15682 -5.38759 -1.79038
C 2.67017 3.34926 -5.83361
C 2.25563 -2.79035 2.16269
Cl -2.22811 -0.00835 -1.87752
C -1.63868 -0.21867 2.42206
N -1.34461 0.52401 1.29390
C -3.63565 -3.75807 -2.00735
C 0.39540 -1.57415 2.44179
H 3.90432 5.93321 -4.02598
C 3.40297 4.99847 -4.23468
C 2.86178 4.23821 -3.21051
C -2.82793 -3.49202 5.21969
H 3.05528 -3.50735 2.23844
H -4.44958 -1.83532 -2.52757
W 0.00054 -0.05149 -0.22916
C 6.28892 -4.44995 -0.23419
C 3.30116 4.54886 -5.54207
C 2.22356 3.03227 -3.48402
C 1.65174 2.21496 -2.37630
N 1.94812 0.22538 -0.96455
C -3.43993 4.73285 0.81156
C 2.13499 -1.81876 1.12590
C -2.54778 -4.46534 -1.51705
C -4.81234 2.99251 -0.11164
H 2.60174 3.01469 -6.85931
C -2.41560 -1.74213 -1.83509
C 0.45842 2.63476 -1.79536
H 4.86129 -1.03172 -1.97983
C -1.37958 3.87412 -1.49617
C -0.83180 -1.21330 2.96577
H 0.03940 -0.92646 5.51583
C -1.29179 -2.41500 -1.37598
C -1.32324 -1.91368 4.18567
H 2.94233 4.58230 -2.18671
H -2.60850 -5.53577 -1.38307
Cl -5.08441 -4.60086 -2.41074
C 2.13427 2.59530 -4.80219
C 3.59163 0.66893 -2.52007
H 7.21464 -3.34158 1.34573
H -3.62826 -4.21526 5.14944
C -1.38033 -3.79264 -1.19613
Cl -2.84700 -4.02090 7.86278
C 4.13413 -3.69336 -0.95012
Cl 3.96933 5.49626 -6.82536
*
```

Entry 3:
Here is C50H28BCl4N4O2Pd as an isolated structure in a non-equilibrium geometry from OMol25. Energies are from ωB97M-V/def2-TZVPD.

## Properties
**DFT total energy**: -4285.4449 Eh
**Frontier orbital gap (alpha / beta)**: 4.7 / 4.7 eV

```
! RIJCOSX wB97M-V def2-TZVPD def2/J DEFGRID3
* xyz -1 1
C -0.13222 2.98229 -0.76378
B -0.54257 0.50630 1.49456
H 1.92351 7.73427 -0.21146
H 2.12418 3.85467 2.73279
C -3.99875 1.06782 2.11357
C -0.67330 3.89560 -1.68766
C -1.75916 0.97264 -7.14014
C 0.61362 7.51979 1.46534
C 1.81914 0.56397 2.36434
C -4.31624 -0.87355 3.54249
H 2.90115 -1.01696 7.13295
H -0.77411 4.95858 -1.53088
H -1.81687 -1.59412 -4.83669
C 0.89597 -6.66991 -3.04367
C 2.51585 -0.87437 5.01524
C -2.97281 -1.24524 3.40306
C -2.68656 0.68576 1.98896
C -2.18801 -0.44175 2.61756
H 3.08764 1.64785 3.81905
C 2.16162 -0.74015 2.53568
C -0.47465 -7.04168 -1.10011
C 2.34032 1.70423 3.04097
C -0.38499 -5.69014 -0.79157
C 3.29314 -1.15376 6.13340
C 4.31150 -1.52761 3.58084
C 0.97827 -5.32190 -2.71456
C -1.05211 0.74457 -3.41529
C 1.62531 -3.90246 0.88151
C -1.15069 0.68013 -5.92596
C -0.81241 -2.81849 -3.33673
H 6.11997 -2.16707 4.56798
H -1.50608 3.56438 -3.69878
C -0.77114 -0.57046 -3.13761
C 5.10443 -1.81007 4.68635
H 1.55634 -4.65234 -3.34211
C -0.09200 -2.45299 -2.14621
C -0.77776 1.82175 -2.53233
C -3.55574 2.05077 -5.96027
C -1.72433 1.05396 -4.71037
C 0.33643 -4.80404 -1.59358
H -4.37342 1.95318 1.61268
C 0.43364 -3.35317 -1.25611
C -1.21541 -1.67831 -3.94295
N 0.85410 1.05312 1.38311
C 1.25728 5.69928 0.05534
C -0.20360 5.31559 1.90560
N -0.20549 1.70798 -1.29016
C 0.42677 3.35416 0.48344
Cl 0.06389 -9.21843 -2.63118
C 1.84336 2.84155 2.48111
H 2.61053 -3.53129 2.82425
H -3.40656 2.03690 -3.82485
C 2.11270 -3.16394 1.93849
C -4.81909 0.25823 2.91181
H 1.39971 -7.06048 -3.91899
N -0.07159 -1.06748 -2.04416
H -0.80011 4.63233 2.50078
H -0.88914 -5.30526 0.08766
C 3.01048 -1.05605 3.72593
C 1.32215 7.05120 0.37477
C 1.81441 -1.81354 1.67736
Cl 0.68313 9.21955 1.87224
H -2.56545 -2.12637 3.88447
Cl 5.57317 -1.97414 7.35227
C 4.58432 -1.61959 5.95424
C -2.95870 1.66215 -7.14545
H 1.81520 5.31989 -0.79347
O -0.85482 -0.57357 2.34520
H -4.49873 2.58270 -5.97716
H -4.97233 -1.48035 4.15428
Cl -3.72511 2.05430 -8.66806
H 1.70034 -4.97085 0.73845
H 4.70606 -1.67737 2.58239
C 0.16826 -7.51843 -2.23013
O -1.68657 1.30820 1.29187
C -2.93540 1.74267 -4.75637
H -1.30197 0.67495 -8.07520
C 1.03166 -2.99749 -0.01987
N 1.15195 -1.72218 0.46807
Pd 0.44824 -0.01761 -0.40732
C 0.49224 4.81244 0.80894
C -1.07470 3.17518 -2.78893
H -1.01546 -3.83053 -3.65313
H -0.20590 0.14711 -5.91660
C 0.97904 2.51026 1.39846
H -0.69512 7.04805 3.09081
H -1.04265 -7.71891 -0.47412
H 1.50137 -0.51133 5.13622
C -0.14914 6.66360 2.23999
H -5.86343 0.52179 3.03711
*
```

Entry 4:
Here is C50H28Cl4F3N5Re as an isolated structure from OMol25. Energies are from ωB97M-V/def2-TZVPD.

## Properties
**DFT total energy**: -4414.1520 Eh
**Relative energy (zero: lowest compared OMol25 entry of this formula, charge and spin)**: 1.3 kJ/mol
**Frontier orbital gap (alpha / beta)**: 5.2 / 4.7 eV

```
! RIJCOSX wB97M-V def2-TZVPD def2/J DEFGRID3
* xyz 2 4
C -1.75532 0.50309 -3.95686
H 2.12861 -2.89629 -6.17750
C 1.37680 -5.34625 -3.96722
Cl -1.83446 -6.22387 6.98219
H -1.22589 -4.99155 -1.15393
C -2.46391 4.44036 -3.38924
Cl 2.35588 6.63179 5.94245
H -2.15096 1.08227 -4.77157
H 0.59360 1.41197 4.91679
C 0.20613 2.44211 2.24381
C -1.53854 -5.09391 5.71453
C -1.61991 0.95927 -2.61645
H -2.73474 -2.19459 4.47279
N 1.58768 -0.01892 -0.32567
C -4.54352 4.58231 -4.57195
C -0.12766 4.36954 3.80804
H -1.56630 -4.87310 1.46278
H 0.87929 -1.58592 -4.56239
C 0.36668 5.33955 4.66506
C -0.49183 -5.31893 4.83003
C 3.42104 0.55940 -1.72278
C -4.84493 3.27699 -4.21226
C -1.01689 -4.14231 -0.52940
F 6.03281 0.16788 -2.42706
C 0.09136 1.14906 2.76545
C -1.08395 4.16552 -0.62743
H 0.13808 -6.18804 4.95290
H -0.30088 6.01946 5.17423
C -0.63012 -2.85408 -0.97284
C 0.73756 3.49137 3.16285
N -1.06749 -0.06507 -1.87534
C -0.26528 -4.41782 3.80444
H -1.19617 4.29299 3.64983
H 2.78792 2.91385 2.88649
C 0.25582 0.75890 4.13032
C 0.64612 -4.60631 -3.06131
C -2.34776 -3.97314 5.59321
C -1.22306 -4.07871 0.82319
C 1.73580 5.42933 4.87235
H 3.78851 1.07118 -2.60006
H -4.21795 1.56196 -3.13085
H -0.10681 5.06281 1.10131
C -0.11974 -0.54078 4.23941
N -0.72309 2.00145 -0.01148
C 1.69020 -3.37839 -5.31618
C 2.07939 0.61359 -1.40816
C -3.94150 2.55845 -3.44979
C -1.06832 -3.28721 3.66672
C -2.10382 -3.06850 4.57313
C 4.26779 -0.16305 -0.89944
C -1.25257 -0.76301 -4.02752
C -0.49071 -1.01094 2.93885
H 1.96061 -1.19608 1.34118
C -0.36644 -2.40667 -2.30478
C -0.83039 -2.30631 2.57544
F 6.18726 -1.50218 -1.05383
H 0.55310 -4.58945 3.11733
H -1.38246 5.03674 -1.18206
C -0.82890 -1.13882 -2.72180
H -0.14422 -1.13886 5.13460
C -0.41223 4.19076 0.54932
N -0.63108 -2.00728 0.11903
C 3.76110 -0.80135 0.22344
C 1.88576 -4.73578 -5.10721
H -5.78229 2.83414 -4.51569
H 0.30817 -5.11814 -2.17713
C 5.75935 -0.24471 -1.19025
H -3.12342 6.18164 -4.44962
H 3.67480 4.65264 4.40495
H 1.56874 -6.39407 -3.78840
H -1.52578 4.91470 -3.13077
C -0.93036 -2.76348 1.24526
C 0.95359 -2.65052 -4.40283
Cl 2.80166 -5.65446 -6.23131
H 1.37169 1.16367 -2.01324
C -3.35304 5.16683 -4.15925
F 6.42650 0.52506 -0.32490
H -1.24588 -1.39827 -4.89525
C 2.61185 4.56282 4.23401
C 2.41285 -0.71231 0.48674
C 0.36728 -3.24620 -3.27160
C -1.26631 2.80042 -1.01775
C 2.10698 3.59341 3.38335
N -0.34097 0.04585 2.04869
Re -0.43740 0.00960 0.04396
Cl -5.64918 5.48528 -5.53339
C -2.73181 3.11945 -3.02857
C -0.23644 2.84171 0.98294
H 4.39961 -1.36994 0.88504
C -1.84601 2.29154 -2.17327
H -3.15925 -3.81712 6.28911
*
```

Entry 5:
Here is C50H28N12O2Pb as an isolated structure in a non-equilibrium geometry from OMol25. Energies are from ωB97M-V/def2-TZVPD.

## Properties
**DFT total energy**: -2922.5441 Eh
**Frontier orbital gap (alpha / beta)**: 4.5 / 4.6 eV

```
! RIJCOSX wB97M-V def2-TZVPD def2/J DEFGRID3
* xyz 0 1
C -2.63178 1.95429 1.30955
H 5.16442 4.32779 4.25535
C 2.75552 2.34389 3.03065
C 2.41682 -1.83171 0.57095
H 3.98492 -4.93481 -3.93425
H 2.07112 -4.64841 -5.43375
H -5.39318 5.02279 3.59005
C -0.88288 2.62329 -1.75625
H -1.33668 4.34769 4.81105
C -6.19208 -0.39581 -2.53845
C 3.36742 0.00359 -0.48975
N 0.70002 -1.44121 -1.07255
H -3.60438 -4.45571 2.96275
H -2.98918 -0.35191 1.94385
H -2.32578 3.34219 -3.17145
C 0.55112 -3.04711 1.40225
H -6.15258 -1.79391 -4.15425
H 4.84362 -0.09401 -2.02415
H 1.24342 1.51129 -4.69195
H -1.18708 -4.83731 2.39245
C 2.13172 -2.90981 -1.99015
C 2.06532 -4.16981 -4.46575
C 3.32032 3.37809 3.74655
C -3.47128 -2.35951 2.50825
H 6.56312 2.80969 2.94055
C -3.48148 -0.90061 -2.32465
C 3.56352 -2.75811 0.86185
C -2.07928 -0.91411 -1.91765
C -3.10128 0.52309 -0.56185
C -1.63838 -3.85961 2.32105
N -1.33388 1.68389 1.61135
C -0.86068 -2.79321 1.87505
C 4.93662 1.63239 2.20705
C -3.12048 2.94199 2.26945
O 0.89822 -4.18161 1.07235
C -2.96788 -3.64341 2.63615
H -1.44018 2.93919 -0.88625
N 0.28092 2.04499 -1.52345
C -2.03958 3.22369 3.13275
C 0.60292 1.83859 -3.88525
C 4.49672 -0.60781 -1.13745
C -1.38308 2.83839 -3.03345
C 1.38562 1.84379 2.87645
C 1.85282 -2.03371 -0.86705
C 3.56262 1.47999 2.25275
C 2.65912 0.45259 1.74015
C 0.96912 -3.41381 -4.08495
C 0.07572 -1.88391 -2.20185
H 2.71152 4.01989 4.36315
C -4.45808 4.49939 3.45445
C -4.34178 3.56729 2.43505
C -2.16968 4.14639 4.15525
H -5.94758 0.96559 -0.87535
H 4.00752 -3.92561 -1.69025
N -3.37998 1.42469 0.36825
H -4.49908 -2.13061 2.73985
C 1.01382 -2.77501 -2.86335
C -5.47998 0.27089 -1.55755
C 3.15012 -4.33041 -3.61235
N -1.36218 -1.56971 1.72695
C -0.92738 2.40239 2.66555
C 1.03062 1.69029 -2.56675
C 5.49332 2.67209 2.94135
H 3.33412 -3.57921 1.52615
C 3.18322 -3.73881 -2.35905
C 4.78402 -2.63101 0.32015
N 2.55982 0.89929 -0.96155
C -2.62658 -1.35961 2.05645
H 5.53802 -3.36041 0.58695
H -3.52808 5.51259 5.09075
O 3.19302 0.92649 -3.19725
C -4.12448 0.01299 -1.46095
C -4.20838 -1.56861 -3.29955
H -0.99938 2.55369 -5.12745
N 1.45582 0.62359 2.25475
H -7.25068 -0.21281 -2.64695
H -3.73428 -2.28131 -3.95855
C -5.56448 -1.30041 -3.39305
H -5.16658 3.32609 1.78215
N 3.01892 -0.46741 0.79375
C -0.63428 2.41419 -4.11845
C 5.17152 -1.69501 -0.70165
Pb -0.01668 0.13279 0.46495
N 1.25522 -1.93121 1.37405
N -1.16598 -1.65611 -2.53735
N 0.31202 2.52749 3.13205
C 2.39932 1.14469 -2.30205
N -1.92438 -0.06791 -0.87465
H 5.55442 0.94859 1.64365
H 0.09762 -3.31421 -4.71255
C 4.70052 3.53009 3.69245
H 6.08702 -1.94771 -1.22665
C -3.39168 4.78539 4.30155
*
```